[1]
Molecular formula: C28H61BrN3O13P2S
Method: DFT, ωB97M-V/def2-TZVPD

Cartesian coordinates (Å):
H1 -1.75824 0.07125 0.37954
C1 0.73662 -0.36892 -0.14618
C2 -2.40298 -5.08104 0.33501
H2 7.26960 4.21103 2.92704
H3 3.50523 -2.29060 -3.73092
S1 0.22291 -1.88881 0.77537
H4 -0.00586 3.40325 -2.53467
C3 1.09137 0.39843 -3.44198
H5 1.09499 -0.08460 -4.48846
H6 1.84816 7.72503 1.22585
H7 4.65956 0.63671 -3.94246
H8 -4.50947 -5.61554 5.35055
C4 5.29116 9.61839 0.28199
H9 4.59780 8.49983 -1.41336
C5 -6.46152 -5.83799 4.44832
H10 3.47734 -0.33535 -4.95786
C6 -5.50187 -1.70167 -1.43928
O1 3.74422 5.73326 1.68190
H11 -1.93096 -1.30578 -0.91726
C7 1.69067 -2.79194 1.46199
C8 -6.98664 -7.00868 0.48152
C9 3.04105 -1.92565 1.47547
C10 -0.20868 2.27838 -2.66901
H12 7.80585 5.10907 4.36175
H13 7.07024 7.25121 3.33607
H14 3.86756 -2.54696 1.97310
C11 1.57964 6.67084 1.10600
H15 -5.88488 -1.83001 -0.37085
O2 0.64943 1.77650 -3.71034
H16 1.14491 1.71729 -1.03424
C12 -2.83483 0.61671 -1.45147
N1 -0.25936 0.11512 -1.19872
H17 -3.01000 0.30409 -2.54228
H18 1.76845 -0.56245 -0.57831
H19 2.32495 -2.31352 -1.74833
H20 2.65058 -3.79175 -4.29004
H21 -2.72004 1.74326 -1.42559
Br1 1.35830 -4.64938 -2.13766
H22 5.12615 10.57285 -0.22202
C13 7.07578 5.08778 3.55019
H23 -8.86537 -7.92629 1.02565
H24 8.13443 6.40407 2.23182
O3 -4.20054 -7.34069 1.46315
H25 2.47999 1.56998 -5.71572
C14 -5.29947 -6.36591 5.26829
O4 -4.05839 0.30642 -0.71978
C15 1.64148 -2.69051 -2.56549
H26 -1.28376 2.21546 -3.05833
O5 -4.08456 -5.02823 2.06255
C16 -8.10362 -7.28250 1.46962
H27 0.50966 6.57439 1.29787
C17 2.46094 -2.70816 -3.97290
O6 -0.60204 2.32988 -0.13919
P1 -5.08659 -6.33916 2.20565
P2 4.70529 7.06963 1.88946
C18 2.37930 5.80725 2.06239
O7 4.69687 7.07800 3.41894
H28 2.83198 -0.97279 2.06560
H29 3.36641 8.75523 -0.17718
O8 6.17542 6.33831 1.69044
H30 1.78197 6.39630 0.06807
H31 -5.63312 -6.64365 6.27011
H32 1.42054 -3.05876 2.54651
H33 -7.71359 -7.78840 2.35875
H34 0.90748 0.42577 0.66832
H35 -6.37057 -1.87112 -2.16111
C19 0.19410 -2.04799 -2.65586
H36 -2.97234 -5.81601 -0.23784
H37 -1.33883 -5.23083 0.13729
H38 -7.20527 -6.62297 4.28785
H39 -2.31821 -6.11585 2.24459
O9 -6.04666 -5.30989 3.18877
H40 -0.93798 -0.28554 -3.16263
H41 5.05635 9.75166 1.34402
H42 2.28771 6.17503 3.08876
H43 2.74957 1.49664 -2.44842
H44 -4.85967 -7.25381 4.79990
H45 1.96039 -2.09220 -4.78178
O10 -5.53985 0.59631 -2.44252
C20 7.15768 6.35441 2.71951
H46 3.04220 2.57357 -4.54458
H47 1.98886 4.78702 2.04436
H48 -6.42719 -7.92303 0.26289
C21 3.56492 0.57513 -4.28668
C22 0.05163 -0.45556 -2.58801
H49 3.34500 -1.71957 0.39960
H50 -8.57122 -6.35241 1.79946
C23 -2.69397 -5.18273 1.81999
H51 3.01104 -0.34115 -2.32589
H52 -7.41261 -6.65252 -0.45986
O11 -0.19118 4.13823 0.81886
H53 -2.18244 -4.37141 2.34571
H54 -6.95266 -5.02591 4.99049
C24 0.01522 1.61554 -1.23675
H55 6.34955 9.35651 0.21252
H56 -2.69455 -4.09730 -0.04540
H57 1.87862 -3.79319 0.94086
H58 6.08080 4.95129 3.97951
O12 -6.11220 -5.99203 0.95053
O13 4.72485 7.23810 0.18003
C25 2.60078 0.48464 -2.97800
C26 -1.66234 -0.20486 -0.73200
H59 -4.65523 -2.43190 -1.63579
C27 4.42601 8.53522 -0.33438
H60 -0.22782 -2.36617 -3.68013
N2 0.34578 3.19850 0.34397
H61 -0.47414 -2.60416 -1.90403
N3 3.30926 1.77441 -5.13180
C28 -5.07134 -0.17739 -1.60104

Forces on atoms 1 to 3 (eV/Å):
H 0.4 -0.7 -1.7
C 2.4 -0.4 1.9
C 0.0 -0.1 -0.2

Frontier orbital gap (eV): 7.97
Total charge: +1
LUMO energy (Eh): -0.130
HOMO energy (Eh): -0.42225


[2]
Molecular formula: C28H61Cl2N8O5P2
Method: DFT, ωB97M-V/def2-TZVPD

Cartesian coordinates (Å):
H1 3.52029 0.19407 0.81807
C1 -0.87282 -4.33235 -4.14249
H2 -5.76171 3.36426 -1.34881
H3 9.84662 4.20990 -0.12812
H4 1.89812 1.63690 2.32505
C2 1.63508 -2.29431 -0.44189
C3 -0.20972 -2.41869 -1.90498
C4 8.06401 3.06274 3.84946
H5 7.81257 4.86808 6.64099
N1 8.38452 2.74024 -0.31974
C5 -2.87809 -2.01299 -3.52825
H6 8.94859 2.58982 6.84782
H7 1.17829 -5.13061 -0.14252
H8 -4.87745 3.24207 -4.46679
H9 -2.87157 -0.99921 -2.96736
H10 9.91331 2.19585 5.40524
H11 6.45013 4.27694 5.65119
H12 -8.28986 0.13173 2.66870
H13 -2.55850 -1.86991 -4.63408
Cl1 3.55854 2.54095 0.18459
C6 -6.91743 -3.90395 -0.31711
H14 6.67798 3.71734 0.35607
H15 1.27008 -1.80432 2.05173
N2 0.53885 -3.17819 -0.90094
O1 -5.85234 -0.85398 1.79736
C7 -4.58363 -3.44428 -0.06405
H16 -0.24477 -5.22198 -1.29598
C8 9.37961 2.99170 5.92736
H17 8.74579 2.25089 3.54674
O2 -5.57401 -4.46215 -0.44942
H18 -7.07718 -2.99056 -0.99189
H19 -6.31620 3.83550 -5.33037
H20 7.57693 5.47364 4.97872
H21 -7.18012 1.49571 2.41958
C9 2.72079 0.88539 0.38932
H22 -0.41474 -5.07897 1.64347
H23 -6.05494 5.10972 -1.49788
H24 0.25344 -4.48356 -3.98426
Cl2 3.91789 0.30052 -2.04937
H25 0.68902 1.86653 0.95387
C10 7.03487 2.69542 0.20713
O3 7.18727 3.47124 3.10716
H26 4.27309 -1.43266 1.88612
H27 -2.47680 -5.95000 0.86254
H28 0.91631 0.85468 -3.68166
C11 -7.71453 3.78416 -3.17692
H29 -4.06917 -4.49175 1.85282
H30 -7.65296 -4.71341 -0.65615
C12 -2.35005 -4.91083 0.36614
C13 2.23310 -2.40845 1.95726
N3 -6.36920 4.00522 -3.23498
N4 -7.52294 0.31185 0.74082
H31 4.05041 -2.44930 3.39508
H32 -1.36830 -5.37536 -4.06664
C14 -0.84268 -4.43992 0.77766
N5 2.66573 -2.65247 0.53629
C15 1.50053 -0.94467 -1.17030
H33 -6.18834 -0.94500 -0.19896
C16 2.33263 0.41068 -1.09478
C17 1.47723 1.14792 1.36212
H34 -4.58177 4.39314 -2.20657
H35 -8.84228 1.57430 1.77457
N6 0.34886 -1.08212 -2.08202
C18 -3.50181 -3.97374 0.99362
N7 8.31591 3.53070 5.10430
H36 -0.85100 -3.35198 1.17524
C19 7.49328 4.60216 5.63260
N8 -1.37520 1.11384 -2.61375
C20 -6.46343 -0.54127 0.78931
H37 -3.92339 -2.47806 -3.52438
H38 -0.71256 -0.60891 -4.37551
H39 -8.16879 3.62338 -4.16808
H40 -5.19250 -2.62021 0.48466
P1 -0.25453 0.15076 -3.22380
P2 -1.66750 -3.25412 -2.76843
C21 8.71023 2.18915 -1.52433
H41 9.01139 3.78064 1.38941
H42 -7.73932 0.10761 -1.34286
H43 3.23402 -0.72541 3.22619
H44 -1.02490 -3.84880 -5.16676
H45 10.21190 2.66861 0.67586
H46 2.96563 -3.64084 0.40614
H47 10.08140 3.79298 6.17166
H48 7.04417 2.16876 1.16290
C22 -8.19653 0.63300 -0.50218
H49 -1.49744 0.80730 -1.62988
C23 9.42094 3.39100 0.45726
C24 3.50387 -1.70584 2.70713
H50 -4.11923 -2.92335 -0.97776
H51 0.93455 0.19996 1.71274
H52 1.73344 1.26132 -1.58098
O4 -8.38034 3.75922 -2.15798
C25 -5.64540 4.01985 -4.48963
H53 -2.96594 -3.03576 1.40766
H54 -8.13040 1.71011 -0.67428
C26 -7.99302 0.91907 1.97146
H55 7.84998 1.72112 -2.03111
H56 -9.24604 0.33853 -0.42368
C27 0.21184 -4.57908 -0.46293
H57 -5.17248 4.99695 -4.61648
C28 -5.64106 4.23276 -2.00162
O5 9.82026 2.19170 -2.02327
H58 2.10117 -3.42811 2.47968
H59 -2.44355 -5.08673 -0.75696
H60 -7.18727 -3.63956 0.76384
H61 6.36332 2.17809 -0.48074

Forces on atoms 1 to 3 (eV/Å):
H -1.3 1.0 -0.6
C 0.3 -0.1 -0.3
H 0.1 0.1 0.1

Frontier orbital gap (eV): 6.42
Total charge: +1
LUMO energy (Eh): -0.137
HOMO energy (Eh): -0.37295


Question: Among the records above, which one has the highest frontier orbital gap?
Answer: C28H61BrN3O13P2S